[1]
The following is a DFT calculation (ωB97M-V/def2-TZVPD) of a 5-piece molecular cluster, C35H72BN5O7Si2 overall.

Each line ends with the Löwdin charge.
CARTESIAN COORDINATES (ANGSTROEM)
H 6.2845 -2.7707 3.4655  0.0848
C 5.8302 6.5759 1.0466  -0.0678
C -6.3031 -0.6965 0.5041  -0.0908
H -8.1685 -0.7026 3.8708  0.0987
H 8.1685 2.5277 -0.6346  0.1038
H -1.4400 1.0558 0.1597  0.0981
C -3.9496 1.4278 -0.4229  -0.2583
O 9.5396 2.2633 1.4376  0.0115
Si 5.3894 0.1892 0.1322  0.7358
H 8.0588 4.8138 -5.3912  0.0740
H -4.4281 1.2054 -1.3826  0.0724
H -9.7712 -5.5957 0.6504  0.0505
H 6.5657 2.7393 0.1290  0.0898
C 5.4216 6.7567 -1.4433  -0.5344
O 7.0797 1.7450 -3.1365  0.0171
N 6.1615 6.4152 -0.3583  0.0133
H 7.4113 0.4865 -1.1914  0.0520
H 8.3841 5.6758 -3.8798  0.0833
H -3.0083 3.3793 -0.0221  0.0808
H 5.8246 5.6034 1.5412  0.0799
C -12.9163 -6.9760 3.1072  -0.0069
C 4.0756 7.3925 -1.1979  -0.0061
H 4.9220 -1.7794 2.8780  0.0825
H -13.3652 -9.3703 2.5003  0.0712
C -12.4478 -9.6940 2.0216  -0.0737
C -0.6976 1.7077 -1.7725  -0.2084
H -10.0518 -7.3342 -0.7985  0.0639
C 6.7129 -3.7785 0.8809  -0.1063
H 3.4284 6.7188 -0.6355  0.0866
B 5.3135 -1.8111 0.4470  -0.5686
H 7.8466 -0.0014 0.4288  0.0740
H 4.8537 7.0327 1.1624  0.0725
O 4.3328 -2.6095 -0.1761  0.0686
H 4.1852 8.3285 -0.6493  0.0857
H -9.3961 -8.0151 -2.2964  0.0815
H 7.8909 3.4375 1.8225  0.1146
C 7.4328 2.5961 -3.9445  -0.5355
H 6.9169 4.0669 -2.7238  0.1204
H 0.4331 0.0738 -2.6202  0.1078
H -3.3738 2.8345 2.1480  0.0183
O -10.6935 -6.5455 2.3358  0.0213
H -0.8541 2.7497 0.0920  0.1031
H 4.5303 -2.6524 -1.1213  0.1024
C 8.0126 2.2368 -5.2911  -0.0080
H 0.0995 -0.0702 -0.8947  0.1090
C -6.3712 3.3506 0.0654  -0.1647
O 5.8417 6.5463 -2.5737  0.0220
H 4.7918 0.2644 -2.2191  0.0695
H -2.9194 2.8075 -1.7076  0.0958
C -9.5825 -4.9644 -0.2221  -0.0014
C 0.4053 0.6273 -1.6785  -0.2177
C 11.7058 2.8770 2.2291  0.0178
N -8.1645 -6.6145 -1.3473  0.0072
C -7.6559 -1.8447 2.1256  -0.0888
C -6.2692 0.4468 1.3056  -0.2603
H 7.3942 2.6366 -6.0953  0.0836
C 5.5685 -2.6298 2.6533  -0.0905
H 4.9342 -3.5265 2.6213  0.0893
N -11.4789 -8.6144 1.9799  0.0094
H 8.0422 1.1547 -5.3758  0.0799
Si -5.2955 1.9752 0.7855  0.6027
H 7.0500 5.9988 -0.5895  0.1357
H 12.0951 1.8980 1.9466  0.0872
H 9.0263 2.6260 -5.3900  0.0833
H 6.5744 7.2070 1.5342  0.0858
C 7.1989 0.6742 -0.1354  -0.2917
H -12.6788 -10.0274 1.0086  0.0830
H 2.6961 -0.5979 -2.0593  0.1055
H 2.0549 1.9268 -2.1313  0.1121
C -8.2807 -5.3408 -0.8802  -0.5342
H -8.1806 -2.7343 2.4516  0.1003
C -4.4233 2.6225 2.3502  -0.1636
C -6.9955 -1.8280 0.9092  -0.0770
H 4.9315 0.9443 1.3383  0.0047
C -1.4176 1.9714 -0.4279  -0.2059
H -3.5215 0.4904 -0.0619  0.0738
H -13.7454 -7.0851 2.4070  0.0854
H -1.4504 1.3317 -2.4717  0.1038
H -8.7435 -8.5270 -0.7313  0.0795
H 7.3599 -4.2453 1.6255  0.0854
H -4.4452 1.8329 3.1047  0.0255
H -12.8594 -5.9394 3.4238  0.0841
C -11.6094 -7.3460 2.4493  -0.5381
H -7.2742 -6.8077 -1.7777  0.1373
H -6.2373 3.3999 -1.0161  0.0251
H -6.9558 1.2995 3.1621  0.0983
H -9.5231 -3.9273 0.0964  0.0794
H -10.5818 -8.7963 1.5579  0.1316
H -5.7756 -0.6864 -0.4428  0.0942
C 2.8599 0.1229 -1.2533  -0.2745
H 12.1751 3.1654 3.1644  0.0831
H -0.2997 2.6463 -2.1606  0.1093
C -9.1462 -7.6774 -1.2885  -0.0829
H -4.9417 3.4901 2.7586  0.0267
H -10.4100 -5.0670 -0.9268  0.0887
H -12.0401 -10.5390 2.5787  0.0840
H 1.7190 1.7071 -0.3843  0.1190
H -7.4208 3.2114 0.3183  0.0262
C 8.1112 2.4133 1.5122  -0.1772
H 5.8916 -4.4791 0.6797  0.0817
H -6.0264 4.2981 0.4841  0.0230
H 4.2513 1.7701 -1.4146  0.0656
C -2.8596 2.5085 -0.6620  -0.2536
H 2.6930 -0.4309 -0.3250  0.0908
C 10.2180 2.7958 2.4527  -0.5553
H 3.6141 7.6011 -2.1580  0.0832
C 7.4960 2.1653 0.1437  -0.2351
H 11.9544 3.6119 1.4653  0.0866
C 7.6497 5.0782 -4.4203  -0.0842
H 6.7575 5.6804 -4.5566  0.0642
H -7.0024 -2.7034 0.2686  0.0758
O -7.3527 -4.5556 -0.9982  0.0217
C -7.6432 -0.7090 2.9218  -0.0974
N 7.3108 3.9061 -3.6380  0.0231
N 6.2636 -2.4712 1.3572  -0.1686
C 4.3066 0.6835 -1.3357  -0.2880
H 7.2736 -3.6467 -0.0471  0.0855
H 7.6901 1.7519 2.2700  0.1333
O 9.7079 3.1827 3.4750  0.0943
C 1.7789 1.2070 -1.3565  -0.2282
C -6.9566 0.4244 2.5198  -0.1146
H -13.0988 -7.6013 3.9817  0.0854

The LUMO energy comes out at 0.018 hartree. The value obtained for the electronic energy is -75681.2451 eV. The calculation puts the strongest force on any atom at 1.22 eV Å⁻¹. As for the SMILES: CC(=O)OCCC[Si@@H](CCCCCCCC[Si](C)(C)c1ccccc1)B(O)N(C)C.CNC(C)=O.CNC(C)=O.CNC(C)=O.CNC(C)=O. The HOMO energy comes out at -8.42 eV. The frontier orbital gap comes out at 8.920 eV.

[2]
The following is a DFT calculation (ωB97M-V/def2-TZVPD) of a 3-piece molecular cluster, C35H72Br2ClIN2O14P3 overall.

Each line ends with the Löwdin charge.
CARTESIAN COORDINATES (ANGSTROEM)
H -3.0183 1.9173 6.0661  0.0926
H 1.8722 -5.4306 -1.5345  0.1248
H 0.9086 -4.7781 4.1540  0.0785
C -5.9178 3.8905 4.8422  -0.1884
H 4.8586 4.4382 -2.7188  0.0653
C -5.3658 4.6349 7.0960  -0.1816
H 2.6221 4.1129 -2.3843  0.0466
H -1.2021 -0.3631 1.9988  0.1149
C 0.6627 1.2214 -2.9491  -0.3174
H 4.4991 -9.7405 -2.2982  0.0873
C -1.8738 2.0326 -2.8976  -0.2418
H 0.4657 4.8916 -1.6715  0.0417
H 3.7980 -0.7719 1.1212  0.0716
C 2.8539 -1.6506 -4.2419  -0.0804
H -2.6911 1.9856 -2.1828  0.0733
O -1.6623 2.0992 2.0264  -0.1059
O 2.6694 -9.8247 -1.4402  -0.1964
H 0.8537 -1.0816 -4.7232  0.0593
H -6.5318 7.5525 5.1124  0.0882
H -5.7183 4.3773 8.0968  0.1305
H -5.3016 8.6301 5.8271  0.0897
O 0.7692 -7.0521 -2.1366  -0.1912
H -1.4693 -1.2426 -4.8682  0.0720
C 4.3485 0.0671 0.7096  -0.6002
H -0.7958 4.0289 -3.2345  0.0688
C -0.6224 -0.7808 1.1898  -0.1461
H -4.9322 6.5769 7.8482  0.1295
H 0.1623 5.4700 -0.0588  0.0448
C 4.0175 -10.2357 -1.4568  -0.1133
H 4.0557 2.5585 -4.2077  0.0839
C -0.8634 3.5947 -0.3814  -0.1916
H -3.7929 3.8095 -3.5230  0.0790
O -3.5149 3.5540 4.8805  -0.2005
C -2.5787 2.5960 5.3281  -0.1061
I 2.6745 3.9396 0.2392  1.2560
H 0.8843 3.5810 -5.4221  0.0727
C -0.7594 1.1278 -2.2853  -0.4171
H -0.6088 4.2228 2.4441  0.1043
H -0.9264 -7.5110 -3.1359  0.0891
H 1.3740 -0.4859 -1.8151  0.0964
H 0.2958 -8.8957 -0.6641  0.1198
C -5.4415 6.1387 6.9799  -0.2001
H -1.1076 5.5282 -1.2456  0.0922
O 0.1979 3.7118 2.2907  -0.1543
C 2.2123 1.0800 -0.0429  -0.2606
H 1.8538 -4.4863 2.6646  0.0772
O 0.7110 1.2981 2.4867  -0.2341
H 0.6090 -2.4483 3.2324  0.1290
C -0.2823 4.9198 -0.8829  -0.1281
C -0.0130 2.2739 -0.1347  -0.3583
C 1.4426 -1.2255 -3.8221  -0.2788
H -1.7605 3.1335 5.8053  0.0924
C -4.7543 2.9963 4.4790  -0.2038
Br 6.6754 2.8909 -3.3705  0.6928
C 1.9764 -10.1843 -0.2583  -0.2025
O -4.8138 6.6095 5.7975  -0.2006
H -6.8047 3.4610 4.3695  0.1297
H -1.7419 3.2924 -0.9332  0.0892
C 3.6340 0.7110 -0.4790  -0.3193
H -2.1860 2.0225 4.4832  0.0651
H 3.3761 -2.1510 -3.4287  0.0838
C -0.0840 -3.0615 1.3414  -0.4970
H 4.5469 0.8066 1.4795  0.0659
H -4.3338 4.2878 7.0151  0.1193
C 5.0052 3.3785 -2.5309  -0.6478
P -0.0977 2.2559 1.7346  0.4696
H 3.0023 -7.5423 -0.7653  0.1211
N 1.3823 2.4312 -2.1642  0.0181
H -2.6793 5.2341 -3.9293  0.0697
H 3.6646 -0.0354 -1.2654  0.0823
H 0.6290 3.1173 -2.2593  0.0948
H -4.7466 2.8701 3.3858  0.1204
H 0.3938 -5.4151 2.5701  0.0808
H 1.6006 0.1827 -0.0377  0.0970
H 0.4956 -5.8258 -0.4852  0.0993
H 4.1061 -11.3200 -1.5865  0.0892
H -1.3593 3.9019 0.5380  0.0890
H 2.3280 1.3053 1.0126  0.0573
C 1.4922 -0.0605 -2.8050  -0.2055
H 0.4319 -0.7790 1.4275  0.1014
O -6.2265 3.9255 6.2204  -0.1166
H 2.5198 0.2753 -2.8348  0.0683
C -0.8855 -0.2484 -0.2372  -0.2157
C 1.2985 -6.2554 -1.0887  -0.2079
C 1.4697 2.2958 -0.6338  -0.5268
O -1.0468 -2.1484 0.9946  -0.0329
H 4.0327 1.5174 -2.8366  0.0812
H 2.8058 -2.3265 -5.0923  0.0821
H -0.6174 -5.7651 -2.9951  0.0811
C 2.2187 -7.0457 -0.1892  -0.1803
O 0.1561 2.9883 -5.1979  -0.2562
H -6.4925 6.4470 7.0039  0.1266
H -0.9212 -3.3379 3.2514  0.1291
H 1.0095 -2.0933 -3.3239  0.0973
H -4.9001 2.0128 4.9386  0.1271
H -0.2763 -0.9610 -0.7879  0.0625
P -1.4866 -0.6846 -2.8090  0.7201
C -1.7371 3.5083 -3.2259  -0.2299
C 0.0710 -3.2982 2.8063  -0.1388
C 0.8578 -4.5793 3.0897  -0.0717
H -5.0232 7.8833 4.2394  0.0849
H 4.2384 1.5707 -0.7431  0.0467
Cl -3.4684 -0.4299 -2.2772  0.3786
H 2.0849 3.4917 -3.8156  0.0984
H 2.7072 -6.3234 0.4703  0.1241
H -1.9315 -0.5029 -0.3851  0.0471
O 2.1247 1.4100 -5.1953  -0.2474
H 4.5347 -9.9429 -0.5361  0.0875
C -0.5578 -6.7295 -2.4737  -0.1151
C 0.9846 -9.1217 0.1523  -0.1833
H 2.2307 1.3645 -6.1558  0.0916
C 3.8766 2.5434 -3.1402  -0.2796
Br 6.0970 -0.5310 0.1386  0.6761
O 0.5277 -3.6092 0.4907  0.1572
N -0.6533 1.1140 -0.8030  -0.0652
H 1.4239 -11.1154 -0.4434  0.1292
H -5.7814 4.8939 4.4326  0.1197
H -2.2900 1.5892 -3.8006  0.0844
O -1.6618 -0.4236 -4.3932  -0.3952
P 0.5218 1.4333 -4.8717  0.9828
C 2.4959 3.1498 -2.8754  -0.1726
H 3.4488 -0.7918 -4.5520  0.0671
H 2.6795 -10.3579 0.5639  0.1254
H 0.3957 -9.5382 0.9729  0.1287
H 5.1374 3.2155 -1.4683  0.0075
H -1.1975 -6.6930 -1.5844  0.0889
C -2.7942 4.2234 -3.5682  0.0361
H -2.1653 1.8469 1.2390  0.0983
C -5.4562 7.7271 5.2262  -0.1151
O 1.5626 -7.9433 0.6883  -0.1241

As for the net charge: +1. The LUMO energy comes out at -0.113 hartree. The value obtained for the electronic energy is -257673.0755 eV. The calculation puts the strongest force on any atom at 1.54 eV Å⁻¹. The HOMO energy comes out at -10.35 eV. The frontier orbital gap comes out at 7.275 eV.

[3]
The following is a DFT calculation (ωB97M-V/def2-TZVPD) of C35H73ClFN2O4 as an isolated structure.

Each line ends with the Löwdin charge.
CARTESIAN COORDINATES (ANGSTROEM)
H -1.5646 1.5504 -1.3793  0.0958
H 0.9060 -8.2149 -2.5165  0.0929
H -1.5187 -0.1396 6.2979  0.1153
C -1.2675 -1.3776 -3.7423  -0.1131
H 1.9481 -3.3731 -6.6567  0.1066
H -2.0557 3.2370 4.9273  0.1206
C 2.7579 -6.5217 0.1946  -0.1263
C -1.7467 2.1338 -3.5753  -0.2742
H 0.7205 -1.9004 0.7339  0.1229
H -2.5018 8.8098 1.4779  0.1330
C -1.2338 1.0486 -2.4105  -0.1902
C -1.0405 -0.5497 5.2842  -0.1663
H -2.2205 3.1110 -3.0945  0.0971
C 0.3700 0.2802 5.0564  -0.1573
H -2.5898 1.6772 -4.2713  0.1207
H 0.3856 0.7649 3.9784  0.1008
H -2.8738 6.5761 0.0085  0.1386
H -0.7616 3.8528 3.9454  0.0929
C -1.1974 7.6115 2.7355  -0.1503
C -2.0002 -1.1949 1.5264  -0.2144
H -0.1365 -0.9487 -0.6481  0.0965
H -0.6983 2.1303 -5.3966  0.0736
H -0.0642 0.9982 -2.3782  0.0906
H 1.4376 -1.0931 -6.5868  0.1349
C -1.9888 -0.3860 -2.6553  -0.2035
H 0.3341 2.3775 -4.0394  0.0515
H -1.1230 4.5848 -0.5162  0.1061
H 0.2757 5.5445 0.0582  0.1067
C 0.5361 -3.1861 -1.1394  -0.6391
C 4.2039 -5.7093 -1.8603  -0.1152
F 4.0772 -1.0667 -5.9143  -0.1169
C -2.3702 7.7708 1.7933  -0.1532
C -2.7859 4.2779 3.2044  -0.1624
H -3.1964 -0.1379 4.6231  0.1253
H 3.0833 0.7930 -5.5302  0.1449
H 4.3877 -4.9654 -0.9458  0.0617
H -3.7476 3.7503 3.2820  0.1352
H 3.7245 -1.2788 -3.1181  0.0620
H 1.8081 -5.1316 -2.9279  0.1041
H -1.2282 7.2841 0.0213  0.1422
C 2.8122 -6.5368 -1.4405  -0.3437
H 0.7471 0.0609 -5.2628  0.1021
H -2.9173 5.1985 3.7846  0.1166
H 0.3004 -2.7940 -5.3522  0.1599
H 5.1363 -6.4208 -1.8936  0.0794
H 1.8241 -7.1082 0.6454  0.0829
H -0.8497 -1.6955 5.4562  0.1111
N -0.6010 2.5966 -4.4505  -0.0647
H -0.6599 5.6262 3.3753  0.0972
C 3.4081 -0.2218 -3.5153  -0.0692
C 1.4756 -5.9886 -2.2036  -0.2899
H -1.9949 -2.3010 -3.9072  0.1398
C -2.0248 6.8555 0.6413  -0.0948
C 0.9701 -7.2360 -3.1967  -0.1043
H 1.8250 -7.4849 -3.9909  0.0930
H -0.4028 2.1184 6.3384  0.1221
C 0.2065 -5.6135 -1.2424  -0.1611
H -0.1247 3.9905 0.8647  0.1084
H 0.9303 0.9943 7.1998  0.1445
C 2.5303 -3.8272 -5.7305  -0.0769
C 0.2177 -1.9545 -3.2338  -0.2314
H 3.7053 -6.9532 0.7291  0.0861
H -1.0741 -0.4450 1.5760  0.1019
H 4.3455 0.4930 -3.4004  0.0944
C 1.9909 3.3922 6.7974  -0.1249
O 0.3808 -4.4381 -0.3842  -0.1691
H -1.2441 2.0996 2.2015  0.1038
O 1.6408 2.4262 5.7324  -0.2669
H 1.5119 3.0893 7.8478  0.1056
O 2.2527 -3.0714 -4.4652  -0.2520
H 2.4485 0.2156 -2.9856  0.0729
H -1.4917 -2.3649 3.4602  0.1101
H -2.8637 -0.6149 0.9881  0.1096
O -0.0649 -3.1762 -2.4773  -0.1040
H -1.1700 -3.3140 1.3892  0.1227
H -2.4408 1.4090 3.3252  0.0746
H -1.5040 7.7317 3.7805  0.1268
C 0.5861 1.4974 6.1739  -0.2204
H -1.2132 -0.8136 -4.7660  0.1113
H -0.0645 -6.9997 -3.7032  0.0811
C -1.4816 -2.4740 0.6009  -0.1818
C 1.0667 -2.2196 -4.6407  -0.2589
H 2.6363 -5.4055 0.5992  0.0792
H -0.7305 1.4951 3.7760  0.0320
H -3.2955 7.4480 2.2821  0.1215
H -2.2102 -0.9483 -1.6269  0.0985
H -0.7988 -5.6018 -1.8868  0.1438
C -2.5996 4.6233 1.7259  -0.0848
H 0.0618 -6.5422 -0.5058  0.1439
C -1.5367 2.0195 3.2513  -0.1352
C 1.4994 -0.8439 -5.4207  -0.0907
H 3.1547 3.4534 6.9556  0.1040
H -2.4746 3.7083 1.1342  0.1191
H 2.4013 -4.9843 -5.6102  0.0967
H 1.2574 -0.4795 5.2262  0.1304
C -0.5296 4.8715 0.3579  0.0248
C -0.0893 -1.9999 -0.1380  -0.1554
C -1.7399 3.3808 3.8876  -0.2039
H 3.6869 -3.6289 -5.9456  0.1112
H 4.1149 -5.1633 -2.8919  0.0723
C 3.0271 -0.3284 -5.1246  -0.2541
H -1.8617 0.6926 3.5043  -0.0677
C -2.1627 -0.2786 4.0912  -0.2183
H -0.4278 8.3665 2.5376  0.1272
H 0.4165 6.2927 2.1534  0.1391
N -1.4505 5.5992 1.3400  -0.2097
C -0.6294 6.2293 2.4808  -0.0833
H 3.0172 -7.6614 -1.7728  0.1286
Cl 2.3957 -2.8402 -1.1509  0.6797
H 0.7333 -1.0911 -2.6400  0.1090
H -3.5318 5.0755 1.3658  0.1287
H -3.4106 -2.0584 3.1071  0.1146
C -2.3281 -1.6073 3.0890  -0.1696
H -2.3068 -2.8697 -0.1462  0.1256
H 1.6116 4.4830 6.5708  0.0897
H -3.0703 -0.1229 -3.0866  0.1188

As for the net charge: +1. The LUMO energy comes out at -0.088 hartree. The value obtained for the electronic energy is -63866.2502 eV. The calculation puts the strongest force on any atom at 8.06 eV Å⁻¹. The HOMO energy comes out at -11.11 eV. The frontier orbital gap comes out at 8.720 eV.

> Among the records above, which one has the highest frontier orbital gap?

C35H72BN5O7Si2

> Which of these has the lowest HOMO?

C35H73ClFN2O4

> Which formula does entry 3 have?

C35H73ClFN2O4